(1)
{
  "formula": "C3H6N2S",
  "method": "wB97M-V/def2-TZVPD",
  "symbols": ["C", "N", "N", "C", "S", "C", "H", "H", "H", "H", "H", "H"],
  "positions_angstrom": [[2.551278, 0.087008, 0.013244], [1.239784, 0.260264, -0.480865], [0.915290, -1.143281, -0.126962], [-0.329099, -1.543055, 0.048525], [-1.922447, -0.855323, -0.254117], [-2.036403, 1.057676, 0.019408], [2.970387, -0.908450, 0.237753], [3.108975, 1.072888, -0.137167], [-0.529826, -2.563609, 0.185754], [-2.932384, 1.508691, 0.308570], [-1.664290, 1.836709, -0.801719], [-1.371261, 1.190482, 0.987572]],
  "forces_ev_per_angstrom": [[-3.6114, 4.3738, -3.7152], [5.6316, -4.2785, 4.0339], [-4.5504, -1.0592, -0.1518], [2.5390, 3.5199, -1.6084], [-1.1131, 1.9861, 0.0162], [4.7716, 0.6809, 0.4787], [-0.2799, 0.9465, 0.1834], [-0.1752, -1.6485, 0.6726], [0.2658, -1.4660, 0.4662], [-2.1843, -0.6077, 0.3814], [-0.2429, -2.4032, 1.3849], [-1.0509, -0.0441, -2.1418]],
  "nbo_charge": [-0.08, -0.25, -0.36, -0.08, 0.20, -0.73, 0.22, 0.18, 0.21, 0.22, 0.23, 0.23],
  "de_lowest_kcal_mol": 109.9,
  "spin_multiplicity": 1,
  "smiles": "C=N/N=C\\SC",
  "energy_ev": -17019.2741,
  "gap_ev": 8.91
}

=====

(2)
{
  "formula": "C4H14N2",
  "method": "wB97M-V/def2-TZVPD",
  "symbols": ["C", "C", "N", "H", "H", "H", "H", "H", "H", "H", "C", "C", "N", "H", "H", "H", "H", "H", "H", "H"],
  "positions_angstrom": [[5.527278, -0.860540, 2.834659], [4.326388, -0.602140, 3.839608], [3.087019, -1.199310, 3.353449], [5.720128, -1.906639, 2.542929], [6.418598, -0.470120, 3.354019], [5.363498, -0.264950, 1.920849], [4.439678, -1.120040, 4.811408], [4.293269, 0.486060, 4.040009], [2.258749, -0.850650, 3.848508], [2.986979, -0.891720, 2.379769], [-2.088779, 2.048089, -2.826749], [-2.237799, 1.544129, -4.181728], [-1.107360, 0.698110, -4.691878], [-3.036759, 2.374909, -2.367249], [-1.361269, 2.874289, -2.757979], [-1.699429, 1.188080, -2.256299], [-3.196879, 0.995070, -4.117338], [-2.381629, 2.392229, -4.878498], [-1.452309, -0.116980, -5.210838], [-0.483580, 1.200530, -5.333088]],
  "forces_ev_per_angstrom": [[-0.6186, 0.5272, 1.1276], [0.6508, -0.9519, 0.1340], [-0.4471, 0.6910, -1.1837], [-0.4074, 0.3648, 0.3556], [-0.1427, -0.1601, -0.4497], [0.0826, -0.2080, 0.3072], [0.7677, 0.4605, -0.3300], [-0.0872, -0.3162, -0.1671], [0.5327, -0.1329, -0.1471], [-0.3314, -0.2748, 0.3523], [1.2762, 0.3766, 2.2776], [-0.7161, -0.2576, -2.5928], [-0.5169, -0.0775, 0.0494], [0.3339, -0.0804, -0.3325], [-0.1901, -0.3044, 0.1396], [-0.1005, 0.5051, 0.2919], [0.5925, -0.2597, -0.8272], [-0.2512, -0.3659, 0.1432], [0.1138, 0.5707, 0.3640], [-0.5410, -0.1065, 0.4875]],
  "nbo_charge": [-0.62, -0.21, -0.83, 0.22, 0.21, 0.20, 0.18, 0.16, 0.36, 0.34, -0.61, -0.22, -0.86, 0.21, 0.20, 0.21, 0.18, 0.17, 0.36, 0.36],
  "de_lowest_kcal_mol": 14.9,
  "spin_multiplicity": 1,
  "smiles": "CCN.CCN",
  "energy_ev": -7354.4705,
  "gap_ev": 10.45
}

=====

(3)
{
  "formula": "C9H14",
  "method": "wB97M-V/def2-TZVPD",
  "symbols": ["C", "C", "C", "C", "C", "C", "C", "H", "H", "H", "H", "H", "H", "H", "H", "C", "C", "H", "H", "H", "H", "H", "H"],
  "positions_angstrom": [[-1.155967, -2.414910, -0.009126], [-1.191060, -0.981445, -0.203856], [-0.595708, -0.303601, -1.269982], [-0.696760, 1.100437, -1.464299], [-1.325777, 1.807716, -0.445579], [-1.674853, 1.183552, 0.704036], [-1.805453, -0.236989, 0.721830], [-0.543062, -2.825508, -0.759695], [-2.340852, -2.688572, 0.005946], [-0.721358, -2.523298, 1.058694], [0.133557, -0.769990, -1.968438], [-0.393713, 1.361375, -2.422365], [-1.431624, 2.912651, -0.610350], [-1.752419, 1.864347, 1.568157], [-2.218737, -0.753082, 1.501701], [1.547584, 0.786614, 0.345870], [2.821107, -0.051514, 0.641583], [0.651023, 0.273937, 0.398835], [1.699701, 1.807974, 0.848075], [1.624938, 1.000222, -0.671939], [3.598843, 0.457082, -0.002639], [2.788315, -1.054938, 0.232301], [2.982281, 0.047943, 1.801231]],
  "forces_ev_per_angstrom": [[-2.5474, -0.4811, 2.7298], [0.7850, 1.3077, -2.4668], [0.9115, 0.7252, -1.2441], [-1.9348, -3.4448, 1.7237], [1.1194, 2.2747, -2.4744], [-0.8974, -0.8242, 1.3673], [0.6912, 4.0306, 0.3593], [0.3465, -1.3272, -0.7222], [3.0981, -0.2988, -0.1776], [-0.7032, -0.6521, -1.8076], [-0.9690, -0.3022, 0.4371], [0.6348, 1.4966, -1.2466], [0.1973, -1.0539, 0.6868], [-0.8698, -0.8609, -0.1972], [-1.0611, -0.8315, 2.3052], [3.4673, 1.4976, 0.9575], [0.0982, 1.8328, 1.0213], [-1.4456, -0.4644, 1.3118], [-0.9125, -1.5986, -0.3414], [0.0446, 0.6174, -1.7559], [-0.1921, -0.5009, 1.3989], [-0.2472, -0.3755, 0.5106], [0.3863, -0.7665, -2.3756]],
  "nbo_charge": [-0.62, -0.04, -0.22, -0.21, -0.24, -0.19, -0.22, 0.22, 0.23, 0.22, 0.20, 0.22, 0.22, 0.22, 0.20, -0.59, -0.62, 0.21, 0.20, 0.19, 0.20, 0.20, 0.20],
  "de_lowest_kcal_mol": 60.5,
  "spin_multiplicity": 1,
  "smiles": "Cc1ccccc1.CC",
  "energy_ev": -9557.5594,
  "gap_ev": 9.89
}

=====

(4)
{
  "formula": "C7H10",
  "method": "wB97M-V/def2-TZVPD",
  "symbols": ["C", "C", "C", "C", "C", "C", "C", "H", "H", "H", "H", "H", "H", "H", "H", "H", "H"],
  "positions_angstrom": [[-1.146564, 1.598509, -0.820766], [-1.522610, 0.423138, -0.474092], [-1.007815, -0.177713, 0.677626], [-0.380136, -1.607369, 0.615161], [0.736662, -0.611918, 0.654926], [1.554515, -0.451457, -0.524259], [0.083434, 0.453060, 1.538843], [-1.471855, 2.213156, -1.688119], [-0.408030, 2.168606, -0.262370], [-2.266612, -0.162911, -1.060698], [-0.633157, -2.388726, 1.287036], [-0.403192, -2.211406, -0.291978], [1.863616, -1.427203, -0.862595], [2.562060, 0.064799, -0.314615], [0.887269, -0.001275, -1.248712], [0.420244, 1.482630, 1.443611], [-0.098276, 0.138977, 2.563446]],
  "forces_ev_per_angstrom": [[0.8851, 4.6373, -2.2635], [-2.0206, -2.2288, -1.0972], [3.1529, -2.2719, 0.6602], [-0.2246, 0.4095, -0.2541], [-3.2500, 0.0975, 1.9478], [2.2271, 0.6974, 0.2123], [0.1388, -1.7002, 0.2810], [-0.1535, -0.9827, 0.5022], [-0.1330, -0.2430, 0.1943], [0.6312, 0.5408, 0.3802], [0.0690, -0.0306, 1.9417], [-0.1714, 0.7356, -0.8590], [-0.1135, -0.3914, -0.3408], [-1.8111, -0.1432, -0.5225], [0.4524, 0.6856, -0.9013], [-0.2086, -0.1197, -0.1256], [0.5300, 0.3077, 0.2445]],
  "nbo_charge": [-0.40, -0.24, -0.06, -0.42, 0.08, -0.67, -0.41, 0.20, 0.18, 0.22, 0.20, 0.20, 0.23, 0.23, 0.24, 0.22, 0.21],
  "de_lowest_kcal_mol": 93.8,
  "spin_multiplicity": 1,
  "smiles": "C=C[C@]12C[C@]1(C)C2",
  "energy_ev": -7416.9684,
  "gap_ev": 8.48
}

=====

(5)
{
  "formula": "C31H34MgN3O5PS",
  "method": "wB97M-V/def2-TZVPD",
  "symbols": ["Mg", "C", "C", "N", "O", "C", "C", "N", "O", "H", "H", "H", "H", "H", "H", "H", "O", "S", "O", "O", "C", "C", "C", "C", "C", "C", "P", "C", "C", "C", "C", "C", "C", "C", "C", "C", "C", "C", "C", "H", "H", "H", "H", "H", "H", "H", "H", "H", "H", "H", "H", "H", "H", "C", "N", "C", "C", "C", "C", "C", "C", "C", "C", "H", "H", "H", "H", "H", "H", "H", "H", "H", "H", "H", "H", "H"],
  "positions_angstrom": [[-1.538765, -1.564817, 0.685599], [4.092742, 1.013456, 1.895118], [3.289366, -0.169526, 1.359450], [3.644037, -0.795372, 0.289661], [4.814493, -0.263675, -0.170477], [2.091739, -0.640284, 1.987489], [1.964337, -0.766921, 3.460319], [1.133116, -0.965700, 1.189926], [0.034011, -1.512694, 1.798447], [3.485138, 1.542977, 2.638782], [4.233578, 1.725998, 1.070637], [5.021600, 0.700038, 2.274374], [5.112986, -0.933011, -0.802279], [0.926060, -1.019522, 3.712298], [2.284484, 0.133334, 3.937686], [2.540438, -1.639481, 3.775214], [-2.088239, -0.413769, -1.048970], [-3.480420, -0.242427, -0.600634], [-4.503803, -0.746083, -1.467290], [-3.474950, -0.821751, 0.797948], [-3.616794, 1.514369, -0.460647], [-4.755515, 2.042754, -1.025616], [-4.876049, 3.424761, -1.017532], [-3.933676, 4.250695, -0.495874], [-2.774324, 3.712374, 0.083737], [-2.610293, 2.332979, 0.092051], [-0.983849, 1.611229, 0.462802], [-0.422260, 2.600312, 1.951532], [-1.143826, 2.397824, 3.120693], [-0.906909, 3.166813, 4.269334], [0.202611, 3.982633, 4.285247], [0.946657, 4.164839, 3.098840], [0.634810, 3.516685, 1.931284], [-0.007576, 1.998702, -0.941783], [1.400722, 1.826517, -0.832588], [2.214998, 1.889275, -1.936808], [1.712163, 2.153975, -3.194184], [0.345781, 2.289397, -3.297854], [-0.535019, 2.146320, -2.215356], [-5.468625, 1.347375, -1.464156], [-5.737267, 3.852342, -1.490727], [-4.032285, 5.313704, -0.631287], [-2.011080, 4.309150, 0.552965], [-1.955209, 1.666332, 3.144262], [-1.486592, 3.079350, 5.157777], [0.434170, 4.520604, 5.189575], [1.759757, 4.869657, 3.132827], [1.151370, 3.727445, 1.033748], [1.747111, 1.706927, 0.165880], [3.296975, 1.873188, -1.651492], [2.381940, 2.285721, -4.016674], [-0.107222, 2.518109, -4.261983], [-1.585342, 2.342156, -2.366257], [2.950940, -2.934554, -1.438046], [1.478961, -3.182630, -1.627639], [0.803794, -1.928932, -2.067487], [0.803107, -3.826082, -0.431744], [-0.583280, -4.291463, -0.844288], [-0.636076, -5.364633, -1.699330], [-1.869734, -5.735893, -2.213012], [-3.023669, -5.146568, -1.701270], [-2.869798, -4.140681, -0.755728], [-1.634353, -3.618584, -0.295505], [3.289652, -2.542969, -2.389372], [3.382695, -3.901552, -1.185375], [3.021534, -2.176005, -0.642080], [1.382612, -3.878338, -2.369466], [0.793031, -1.262764, -1.248576], [-0.257367, -2.131194, -2.472556], [1.435940, -1.496431, -2.867362], [0.730261, -3.132899, 0.432914], [1.394496, -4.715603, -0.178469], [0.262875, -5.795115, -2.019212], [-1.940349, -6.611443, -2.933233], [-4.002155, -5.568633, -1.894686], [-3.774407, -3.672310, -0.313487]],
  "forces_ev_per_angstrom": [[-0.1396, -0.5590, -0.4643], [-2.3025, 0.2800, -0.7656], [1.2737, 0.4264, -0.8767], [-0.3997, 0.8777, 2.1918], [1.2579, -0.0110, -1.2741], [-1.9153, -0.3046, 0.1398], [-0.4555, -0.9306, -0.1129], [-0.6815, -0.2606, 0.2863], [0.6830, 0.3581, -0.3159], [0.3326, -0.2448, 0.0742], [0.2419, -0.2681, 0.1602], [1.2553, -0.2466, 0.5255], [0.0972, 0.3471, -0.0107], [0.2898, 0.4042, -0.1420], [0.3211, 0.4373, 0.6200], [0.3128, 0.1954, 0.2961], [0.4029, -0.5015, -0.8372], [0.6383, -0.8414, 1.3929], [-0.0001, 0.3314, 0.2154], [-0.2434, 0.5056, -0.8889], [-0.2589, 0.0987, -0.0072], [0.2485, 0.0636, 0.3979], [-1.2111, -0.5023, -0.8271], [1.4213, 0.3051, 0.5188], [-0.8843, -0.4773, -0.0997], [0.0694, -0.1071, -0.5757], [-0.4734, -0.9842, 2.7236], [-0.1426, -0.0443, -1.1591], [-0.6555, 0.1006, 0.3940], [0.8801, -0.6358, -0.9020], [0.0937, 0.3313, -0.9687], [0.0639, 0.4167, 1.3482], [-1.0242, -0.4850, 0.8279], [1.4573, -0.2517, -0.9229], [-1.9559, 0.3677, -0.2756], [1.8547, 0.3292, 1.6464], [-0.2226, -0.1044, 0.5167], [-1.0705, -0.1154, -0.7024], [0.8023, 0.9496, -0.2028], [-0.0189, 0.4420, 0.0573], [-0.3613, 0.2428, -0.1667], [-0.0962, 0.2615, 0.2680], [0.1339, 0.3516, -0.1545], [0.1612, 0.1705, -0.1581], [-0.5202, -0.2783, 0.4034], [0.2350, 0.1964, 0.0226], [0.2656, 0.1262, -0.1053], [0.5283, 0.1759, -0.7761], [0.7499, -0.2861, 0.4402], [-0.8121, -0.2180, -0.9630], [0.1030, 0.0435, -0.4909], [0.1822, -0.0778, 0.0873], [-0.1553, -0.2586, -0.0395], [-1.3628, -0.3709, 0.1245], [0.0642, -0.1602, 0.0669], [-1.0943, -0.6690, -2.0941], [-0.3186, -0.4566, 0.2511], [2.1929, 0.6068, 1.0232], [-1.7724, 0.5458, -0.7573], [-0.0145, -1.9197, -0.7741], [0.5111, -0.0985, 0.6776], [-0.9912, 1.0015, 0.7960], [-1.8080, 0.7411, -0.1170], [0.4309, -0.0400, -0.0949], [0.2907, 0.1767, -0.0075], [0.2746, -0.5477, -0.3549], [-0.1768, 0.1555, -0.0192], [-0.1039, 0.7752, 0.9952], [1.7483, 0.2027, 0.8562], [-0.4876, -0.1629, 0.3331], [0.3706, -0.3073, -0.8009], [0.2560, 0.3558, 0.0127], [1.1849, -0.9644, -0.5523], [0.0668, 1.2399, 0.9248], [0.0010, 0.2455, -0.3641], [0.3817, -0.4912, -0.4936]],
  "lowdin_charge": [0.68, 0.00, -0.28, 0.00, -0.05, -0.33, -0.01, -0.02, -0.34, 0.08, 0.08, 0.07, 0.10, 0.08, 0.07, 0.09, -0.42, 0.50, -0.27, -0.37, -0.27, -0.04, -0.08, -0.07, -0.05, -0.32, 1.11, -0.34, -0.09, -0.08, -0.09, -0.09, -0.10, -0.36, -0.11, -0.10, -0.10, -0.08, -0.07, 0.12, 0.10, 0.11, 0.11, 0.11, 0.10, 0.10, 0.10, 0.09, 0.06, 0.12, 0.10, 0.11, 0.11, 0.00, -0.17, 0.01, -0.09, -0.33, -0.09, -0.10, -0.10, -0.12, -0.10, 0.09, 0.10, 0.05, 0.16, 0.06, 0.14, 0.10, 0.10, 0.13, 0.09, 0.12, 0.10, 0.10],
  "de_lowest_kcal_mol": 24.8,
  "spin_multiplicity": 1,
  "energy_ev": -72972.8991,
  "gap_ev": 7.79
}

=====

(6)
{
  "formula": "C9H20N3",
  "method": "wB97M-V/def2-TZVPD",
  "symbols": ["C", "C", "C", "N", "C", "N", "C", "C", "C", "C", "N", "C", "H", "H", "H", "H", "H", "H", "H", "H", "H", "H", "H", "H", "H", "H", "H", "H", "H", "H", "H", "H"],
  "positions_angstrom": [[1.745011, 1.620903, 1.131920], [0.886325, 2.527278, 0.743026], [0.139236, 3.396268, 1.616835], [0.575702, 2.617120, -0.660408], [0.249044, 1.525662, -1.409347], [-0.136225, 0.383474, -0.969335], [-0.318807, -0.329327, 0.257502], [-1.659991, 0.195818, 0.817816], [-0.362228, -1.794511, -0.125980], [-0.120699, -2.721153, 0.995915], [0.505680, -1.993485, -1.245669], [-0.094112, -2.744450, -2.327700], [1.836842, 1.429407, 2.177920], [2.284022, 0.908171, 0.510715], [-0.850031, 2.971139, 1.836630], [-0.071907, 4.316384, 1.049877], [0.711562, 3.595871, 2.503860], [0.743630, 3.510044, -1.118301], [0.166315, 1.869050, -2.462798], [-0.079037, -0.318801, -1.740947], [0.520552, -0.089073, 0.981738], [-1.584758, 0.319938, 1.942808], [-2.525469, -0.326771, 0.418759], [-1.724173, 1.305146, 0.617147], [-1.350608, -1.965028, -0.490102], [-0.154704, -3.806059, 0.603752], [-0.976185, -2.627677, 1.549027], [0.848291, -2.606445, 1.436205], [1.412050, -2.357112, -0.918299], [-1.155442, -2.225614, -2.701285], [0.715903, -2.804275, -3.048648], [-0.175790, -3.781894, -1.972634]],
  "forces_ev_per_angstrom": [[0.7504, -1.0977, 0.3025], [0.3559, -0.7192, -1.6382], [-1.2068, 1.2602, -0.1714], [-0.0470, -1.2473, -0.0475], [-0.0229, 4.0256, 0.8423], [0.6967, -0.9053, -3.0545], [-0.1518, 1.3681, 1.9735], [1.1325, 2.1302, 1.9517], [0.5255, 0.2222, -0.7148], [0.8610, -2.6949, -2.1228], [0.7961, 0.4902, 0.0179], [-0.7537, -0.0717, -0.1741], [0.3225, 0.1740, 0.6592], [-0.0820, 0.5156, -0.2426], [0.2471, 0.1048, 0.2048], [0.0979, 0.0783, 0.5664], [-0.1122, 0.2400, 0.4794], [-0.2096, -0.4170, -0.0634], [0.1234, -1.3499, 0.4496], [0.0375, 0.2401, 0.5184], [-1.0966, -0.5487, -0.8955], [-0.5764, -1.1536, -1.0522], [-0.0407, 0.0386, 0.3219], [-0.2127, -1.1530, -0.4791], [-0.9495, -0.1975, -0.2897], [0.0600, 1.5743, 0.4549], [-1.5653, 0.0709, 2.6504], [0.2788, 0.3354, 0.8074], [-0.6200, 0.0618, -0.6677], [3.0294, -1.5906, 0.8151], [-0.6062, 0.2075, -0.9322], [-1.0615, 0.0086, -0.4699]],
  "nbo_charge": [-0.40, 0.15, -0.65, -0.57, 0.39, -0.52, -0.07, -0.63, -0.06, -0.62, -0.67, -0.42, 0.22, 0.22, 0.23, 0.23, 0.25, 0.43, 0.23, 0.46, 0.24, 0.24, 0.24, 0.21, 0.19, 0.23, 0.23, 0.22, 0.39, 0.20, 0.22, 0.19],
  "de_lowest_kcal_mol": 33.5,
  "spin_multiplicity": 1,
  "smiles": "C=C(C)/[NH+]=C\\N[C@@H](C)[C@H](C)NC",
  "energy_ev": -14119.4704,
  "charge": 1,
  "gap_ev": 9.76
}